1.
{
  "formula": "C43H38BrF4N2O2PPt",
  "method": "ωB97M-V/def2-TZVPD",
  "gap_ev": [8.037, 6.683],
  "spin_multiplicity": 3,
  "fmax_ev_per_a": 0.84,
  "s2": 2.01,
  "homo_ha": [-0.283, -0.292],
  "de_lowest_kj_mol": 2.5,
  "elements": ["Pt", "F", "C", "C", "F", "C", "F", "C", "P", "C", "C", "C", "C", "C", "C", "C", "C", "C", "C", "C", "C", "C", "Br", "C", "F", "H", "H", "H", "H", "H", "H", "H", "H", "H", "H", "C", "C", "C", "C", "C", "C", "C", "C", "C", "C", "N", "C", "C", "C", "C", "C", "N", "H", "H", "H", "H", "H", "H", "H", "H", "H", "H", "H", "H", "H", "H", "H", "H", "H", "C", "C", "C", "C", "C", "C", "C", "C", "C", "C", "O", "O", "H", "H", "H", "H", "H", "H", "H", "H", "H", "H", "H"],
  "coordinates": [[-1.215, 1.200, 1.051], [0.367, 2.653, 7.701], [0.434, 2.138, 6.474], [0.875, 0.849, 6.281], [1.247, 0.115, 7.331], [0.949, 0.331, 4.999], [1.492, -0.898, 4.937], [0.556, 1.031, 3.864], [0.731, 0.327, 2.073], [0.531, -1.440, 2.466], [1.482, -2.390, 2.115], [1.245, -3.736, 2.363], [0.052, -4.136, 2.948], [-0.904, -3.187, 3.292], [-0.663, -1.843, 3.052], [2.452, 0.890, 1.969], [3.452, 0.171, 2.622], [4.771, 0.593, 2.564], [5.099, 1.751, 1.872], [4.099, 2.489, 1.252], [2.779, 2.059, 1.298], [0.169, 2.356, 4.100], [-0.184, 3.600, 2.719], [0.096, 2.897, 5.371], [-0.284, 4.158, 5.586], [2.396, -2.086, 1.621], [1.990, -4.470, 2.083], [-0.138, -5.186, 3.128], [-1.842, -3.494, 3.737], [-1.419, -1.109, 3.311], [3.205, -0.725, 3.179], [5.542, 0.018, 3.061], [6.127, 2.088, 1.835], [4.344, 3.404, 0.728], [2.006, 2.647, 0.835], [-4.394, 0.749, -3.186], [-3.314, -0.049, -2.454], [-1.920, 0.245, -2.948], [-1.452, -0.380, -4.103], [-0.190, -0.115, -4.602], [0.628, 0.794, -3.946], [0.198, 1.437, -2.791], [1.073, 2.443, -2.101], [0.744, 3.894, -2.462], [-1.079, 1.149, -2.305], [-1.547, 1.799, -1.109], [-2.491, 2.664, -1.235], [-3.204, 3.094, -0.085], [-4.256, 3.972, 0.128], [-4.585, 3.854, 1.488], [-3.723, 2.902, 2.030], [-2.887, 2.441, 1.079], [-5.388, 0.495, -2.814], [-4.372, 0.546, -4.259], [-4.254, 1.824, -3.057], [-3.506, -1.112, -2.594], [-3.377, 0.134, -1.381], [-2.092, -1.099, -4.602], [0.158, -0.618, -5.495], [1.620, 1.011, -4.328], [2.117, 2.233, -2.350], [0.971, 2.297, -1.031], [0.788, 4.044, -3.543], [1.449, 4.586, -1.998], [-0.256, 4.169, -2.129], [-2.792, 3.002, -2.226], [-4.716, 4.611, -0.610], [-5.353, 4.388, 2.024], [-3.663, 2.544, 3.046], [0.973, -5.088, -4.384], [0.787, -4.062, -3.298], [1.728, -3.069, -3.082], [1.571, -2.099, -2.094], [2.698, -1.107, -1.918], [0.395, -2.105, -1.335], [-0.548, -3.139, -1.486], [-1.750, -3.343, -0.589], [-0.330, -4.094, -2.471], [0.154, -1.010, -0.360], [1.157, -0.388, 0.105], [-1.031, -0.749, 0.004], [1.974, -5.035, -4.810], [0.256, -4.934, -5.194], [0.817, -6.099, -4.003], [2.626, -3.051, -3.690], [3.446, -1.282, -2.691], [3.172, -1.194, -0.939], [2.351, -0.077, -1.990], [-1.460, -3.374, 0.464], [-2.231, -4.286, -0.845], [-2.474, -2.539, -0.678], [-1.056, -4.892, -2.589]]
}

2.
{
  "formula": "C4H8O",
  "method": "ωB97M-V/def2-TZVPD",
  "gap_ev": 9.194,
  "fmax_ev_per_a": 0.79,
  "homo_ha": -0.311,
  "de_lowest_kj_mol": 325.1,
  "elements": ["C", "C", "C", "C", "O", "H", "H", "H", "H", "H", "H", "H", "H"],
  "coordinates": [[1.603, -0.243, -0.013], [0.180, 0.237, -0.235], [-0.911, -0.827, -0.033], [-1.323, 1.782, 0.731], [-0.126, 1.277, 0.750], [2.319, 0.582, -0.083], [1.712, -0.717, 0.967], [1.858, -0.982, -0.781], [0.104, 0.720, -1.217], [-1.369, -1.143, -0.973], [-0.535, -1.698, 0.503], [-1.698, -0.412, 0.608], [-1.814, 1.423, -0.225]]
}

3.
{
  "formula": "C3H8N2O2",
  "method": "ωB97M-V/def2-TZVPD",
  "gap_ev": [8.493, 8.493],
  "smiles": "C[C@H](N)[C@H](O)N=O",
  "fmax_ev_per_a": 4.90,
  "homo_ha": [-0.315, -0.315],
  "de_lowest_kj_mol": 487.2,
  "elements": ["C", "C", "C", "N", "O", "N", "O", "H", "H", "H", "H", "H", "H", "H", "H"],
  "coordinates": [[-0.756, -0.634, -0.370], [0.064, 0.237, 0.521], [0.629, 1.500, -0.102], [1.321, -0.807, 0.908], [-0.134, -0.943, -1.585], [-2.182, 0.303, -0.585], [-3.142, -0.146, 0.003], [0.393, -1.742, -1.438], [-1.122, -1.537, 0.124], [-0.445, 0.440, 1.466], [1.008, -1.452, 1.631], [2.056, -0.709, 0.210], [1.309, 2.003, 0.592], [-0.175, 2.203, -0.350], [1.177, 1.284, -1.024]]
}

4.
{
  "formula": "C18H22B2F4N7O6V",
  "method": "ωB97M-V/def2-TZVPD",
  "gap_ev": [5.920, 6.055],
  "spin_multiplicity": 3,
  "fmax_ev_per_a": 0.54,
  "charge": 2,
  "s2": 2.03,
  "homo_ha": [-0.540, -0.540],
  "de_lowest_kj_mol": 266.5,
  "elements": ["V", "C", "C", "N", "O", "B", "F", "F", "O", "N", "C", "C", "C", "N", "O", "B", "F", "F", "O", "N", "C", "C", "C", "H", "H", "H", "H", "H", "H", "H", "H", "H", "H", "H", "H", "N", "C", "C", "C", "C", "C", "N", "C", "H", "H", "H", "H", "O", "C", "O", "H", "C", "C", "C", "N", "H", "H", "H", "H", "H"],
  "coordinates": [[0.881, -0.664, 0.132], [4.575, -0.079, 2.354], [3.495, -0.268, 1.358], [2.253, -0.041, 1.560], [1.859, 0.388, 2.762], [0.440, 0.778, 2.662], [-0.245, -0.347, 2.022], [-0.070, 1.150, 3.828], [0.298, 1.885, 1.635], [0.032, 1.383, 0.406], [-0.985, 1.968, -0.103], [-1.811, 2.955, 0.643], [-1.095, 0.307, -2.044], [-0.408, -0.430, -1.287], [0.229, -1.517, -1.595], [2.120, -0.970, -2.991], [1.701, 0.289, -2.930], [1.941, -1.690, -4.055], [2.868, -1.505, -1.958], [2.685, -0.884, -0.744], [3.741, -0.822, 0.003], [5.088, -1.274, -0.387], [-1.553, -0.017, -3.413], [4.189, 0.405, 3.245], [4.984, -1.055, 2.627], [5.384, 0.518, 1.933], [-2.727, 3.211, 0.123], [-2.062, 2.508, 1.608], [-1.236, 3.853, 0.871], [5.131, -1.609, -1.417], [5.808, -0.472, -0.217], [5.363, -2.099, 0.278], [-2.632, 0.125, -3.503], [-1.043, 0.611, -4.147], [-1.318, -1.059, -3.616], [-4.582, -0.141, 3.917], [-4.173, -0.900, 3.158], [-3.605, -1.781, 2.177], [-3.668, -3.167, 2.266], [-3.070, -3.911, 1.262], [-2.431, -3.251, 0.224], [-2.366, -1.920, 0.131], [-2.949, -1.216, 1.090], [-4.174, -3.642, 3.096], [-3.100, -4.991, 1.281], [-1.951, -3.813, -0.570], [-2.905, -0.133, 1.015], [2.986, -2.983, 1.377], [1.800, -3.122, 1.436], [0.911, -2.306, 0.826], [1.289, -3.976, 1.893], [-1.224, 4.799, -2.237], [-2.395, 3.812, -2.444], [-1.987, 2.439, -2.235], [-1.402, 1.607, -1.466], [-1.553, 5.779, -2.574], [-0.359, 4.510, -2.832], [-0.939, 4.870, -1.190], [-2.785, 3.886, -3.464], [-3.244, 4.024, -1.781]]
}

5.
{
  "formula": "C27H44O3PW",
  "method": "ωB97M-V/def2-TZVPD",
  "gap_ev": [6.721, 6.212],
  "spin_multiplicity": 3,
  "fmax_ev_per_a": 5.84,
  "charge": 1,
  "s2": 2.02,
  "homo_ha": [-0.374, -0.358],
  "de_lowest_kj_mol": 0.0,
  "elements": ["C", "C", "C", "C", "C", "W", "C", "C", "H", "C", "H", "H", "C", "H", "H", "H", "C", "H", "H", "H", "C", "H", "H", "H", "C", "H", "H", "H", "C", "H", "H", "H", "C", "H", "H", "H", "C", "H", "H", "H", "C", "C", "C", "C", "H", "C", "H", "C", "H", "H", "H", "C", "C", "O", "P", "O", "C", "C", "O", "C", "C", "H", "H", "H", "H", "H", "H", "H", "H", "H", "H", "H", "H", "H", "H", "H"],
  "coordinates": [[0.328, 0.760, 1.970], [-1.061, 0.916, 2.320], [-1.508, 2.195, 1.823], [-0.373, 2.855, 1.228], [0.767, 1.993, 1.374], [-0.807, 1.021, 0.179], [-1.351, 0.758, -2.600], [-0.027, 0.403, -2.053], [0.363, -0.609, -2.195], [0.806, 1.335, -1.407], [0.821, 2.381, -1.733], [1.765, 0.951, -1.051], [-1.870, -0.028, -3.791], [-1.837, -1.109, -3.612], [-2.914, 0.245, -3.991], [-1.277, 0.201, -4.686], [-1.594, 2.245, -2.684], [-1.462, 2.769, -1.717], [-0.886, 2.695, -3.397], [-2.617, 2.457, -3.022], [-1.760, 0.085, 3.342], [-1.508, -0.974, 3.229], [-1.459, 0.388, 4.356], [-2.846, 0.190, 3.275], [-2.830, 2.826, 2.109], [-3.648, 2.125, 1.923], [-2.896, 3.149, 3.158], [-2.991, 3.700, 1.470], [-0.359, 4.224, 0.634], [-1.376, 4.605, 0.495], [0.184, 4.931, 1.277], [0.137, 4.227, -0.346], [2.180, 2.363, 1.076], [2.256, 2.979, 0.173], [2.617, 2.939, 1.904], [2.800, 1.471, 0.937], [1.177, -0.427, 2.285], [1.913, -0.610, 1.490], [1.714, -0.300, 3.236], [0.566, -1.334, 2.358], [-1.905, -0.908, -0.427], [-2.394, 0.120, -1.200], [-2.583, -1.389, 0.697], [-3.511, 0.863, -0.782], [-1.389, -1.373, -1.374], [-3.751, -0.722, 1.052], [-2.169, -2.231, 1.250], [-4.214, 0.382, 0.327], [-3.835, 1.737, -1.341], [-4.346, -1.075, 1.897], [-5.167, 0.840, 0.612], [5.109, -1.907, 0.558], [4.438, -1.808, -0.784], [2.998, -1.805, -0.626], [1.930, -2.951, -1.126], [2.894, -4.295, -1.209], [2.858, -5.186, -2.361], [3.395, -4.534, -3.614], [1.093, -3.283, 0.266], [0.239, -4.458, 0.323], [-0.801, -4.504, -0.770], [4.687, -1.196, 1.275], [6.173, -1.692, 0.437], [5.010, -2.923, 0.954], [4.689, -0.863, -1.278], [4.748, -2.632, -1.439], [3.469, -6.056, -2.093], [1.828, -5.532, -2.530], [2.744, -3.721, -3.954], [4.409, -4.153, -3.459], [3.437, -5.290, -4.402], [0.869, -5.358, 0.304], [-0.243, -4.413, 1.306], [-0.350, -4.591, -1.766], [-1.430, -5.385, -0.606], [-1.446, -3.619, -0.737]]
}

6.
{
  "formula": "C4H12",
  "method": "ωB97M-V/def2-TZVPD",
  "gap_ev": 12.745,
  "smiles": "CC.CC",
  "fmax_ev_per_a": 1.43,
  "homo_ha": -0.428,
  "de_lowest_kj_mol": 36.0,
  "elements": ["C", "C", "H", "H", "H", "H", "H", "H", "C", "C", "H", "H", "H", "H", "H", "H"],
  "coordinates": [[2.493, -0.622, 0.757], [2.701, 0.037, -0.604], [2.012, -1.589, 0.610], [3.345, -0.759, 1.410], [1.762, -0.042, 1.314], [3.698, 0.157, -1.038], [2.388, 1.079, -0.512], [2.150, -0.459, -1.401], [-1.899, 0.228, -0.451], [-3.255, 0.311, 0.228], [-1.796, 0.828, -1.341], [-1.156, 0.594, 0.269], [-1.611, -0.822, -0.525], [-3.151, -0.101, 1.233], [-3.607, 1.340, 0.352], [-4.073, -0.179, -0.301]]
}

7.
{
  "formula": "C3H9NO2",
  "method": "ωB97M-V/def2-TZVPD",
  "gap_ev": 9.472,
  "smiles": "CC(=O)O.CN",
  "fmax_ev_per_a": 3.97,
  "homo_ha": -0.326,
  "de_lowest_kj_mol": 179.4,
  "elements": ["C", "C", "O", "O", "H", "H", "H", "C", "N", "H", "H", "H", "H", "H", "H"],
  "coordinates": [[-1.003, -0.766, -2.181], [0.187, -0.339, -1.408], [0.539, 0.938, -1.810], [0.674, -0.853, -0.406], [-0.890, -1.648, -2.791], [-0.923, 0.199, -2.743], [-1.940, -0.819, -1.527], [0.010, -0.161, 2.157], [0.939, 0.963, 2.038], [1.146, 1.381, -1.246], [1.611, 0.772, 1.275], [0.479, 1.807, 1.945], [-0.739, -0.199, 1.415], [-0.536, -0.084, 3.195], [0.447, -1.192, 2.087]]
}

8.
{
  "formula": "C4H4BrN2O2S",
  "method": "ωB97M-V/def2-TZVPD",
  "gap_ev": 7.222,
  "fmax_ev_per_a": 3.31,
  "charge": -1,
  "homo_ha": -0.149,
  "de_lowest_kj_mol": 0.0,
  "elements": ["C", "C", "C", "C", "N", "N", "O", "O", "S", "Br", "H", "H", "H", "H"],
  "coordinates": [[-1.513, 0.432, -0.116], [0.448, 2.060, 0.131], [0.021, 0.546, -0.236], [1.046, -1.753, -0.035], [-2.025, -0.234, 0.799], [0.513, -0.498, 0.622], [1.183, 2.088, 1.115], [0.063, 2.874, -0.659], [-0.788, -0.817, 1.726], [-2.691, 1.101, -1.590], [0.482, 0.286, -1.202], [1.223, -1.379, -1.063], [1.828, -2.178, 0.577], [0.210, -2.527, -0.068]]
}